Formula: C31H39ILaO5
Source: the OMol25 dataset
Level of theory: the ωB97M-V functional and the def2-TZVPD basis

Geometry as XYZ:
```
77
Properties=species:S:1:pos:R:3:forces:R:3:lowdin_charge:R:1
C -4.110868 5.286958 -3.960740 0.339 0.016 -0.154 -0.112
C -4.234231 3.938218 -4.671192 -0.322 0.092 0.583 -0.252
C -5.435599 3.107800 -4.172400 0.104 0.102 -0.312 -0.214
C -5.041564 1.750099 -3.589220 -0.155 0.486 -0.120 -0.223
C -4.309909 1.918942 -2.263805 -0.408 -0.269 0.121 -0.201
C -3.779290 0.591460 -1.682317 -0.135 0.404 -0.108 -0.194
C -2.290079 0.639922 -1.334432 -0.310 -0.440 0.372 -0.181
C -1.963172 -0.406505 -0.241343 -0.058 -0.128 -0.514 -0.127
C -0.558387 -0.911722 -0.289773 0.209 -0.122 0.132 -0.086
C 0.455043 -0.022878 -0.669816 0.026 0.010 0.052 0.079
C 1.758302 -0.433446 -0.726023 0.212 -0.080 0.016 -0.051
C 2.119431 -1.756629 -0.424539 -0.158 0.046 0.233 -0.103
C 1.117656 -2.658358 -0.042553 0.238 -0.003 -0.304 -0.496
I 1.696761 -4.620417 0.433531 -0.023 0.030 0.020 1.122
C -0.208036 -2.261411 0.025425 -0.286 -0.015 0.019 -0.189
C -1.271005 -3.232893 0.449926 0.120 -0.200 0.181 -0.190
C -1.490285 -3.215744 1.976436 -0.092 0.349 -0.338 -0.139
C -2.892860 -3.665744 2.381645 -0.362 0.185 0.131 -0.092
O -2.903960 -4.835572 3.267576 1.056 0.021 -0.001 0.010
C -2.568343 -5.976954 2.670337 -0.740 -0.393 -0.359 -0.532
C -1.334089 -6.675964 3.250306 0.840 0.616 0.276 -0.126
O -3.136994 -6.510521 1.768210 0.220 0.203 -0.015 0.200
C 3.560987 -2.080480 -0.560890 -0.152 0.117 -0.019 -0.345
O 3.967543 -3.115253 -1.020882 0.194 -0.327 0.157 0.115
C 4.477192 -1.006319 -0.123795 -0.171 0.114 0.153 -0.008
C 5.672412 -1.343695 0.547286 0.152 0.044 -0.238 0.055
C 6.511110 -0.331390 0.928311 -0.021 0.211 0.045 0.007
C 6.154422 0.996449 0.665150 0.024 -0.031 0.193 0.070
C 4.945667 1.363767 0.014607 0.285 0.058 -0.131 -0.127
C 4.658801 2.819633 -0.183939 -0.406 -0.139 0.047 -0.092
C 4.577101 3.626729 1.133684 0.541 0.204 -0.090 -0.119
C 4.324552 2.779015 2.362726 -0.301 0.279 0.070 -0.250
O 3.954053 3.611732 3.415166 0.251 0.082 -0.032 -0.123
C 3.574391 2.930478 4.590945 0.058 -0.174 0.065 -0.071
C 4.121853 0.334659 -0.394247 0.209 -0.249 0.032 -0.013
C 2.837875 0.525870 -1.129920 -0.063 -0.153 -0.101 -0.265
O 2.664994 1.338892 -1.992864 -0.100 0.343 0.026 0.193
H -4.742283 6.039223 -4.426784 -0.217 0.028 0.126 0.076
H -4.363812 5.206838 -2.904767 -0.089 0.028 0.079 0.065
H -3.091470 5.668173 -4.017729 0.064 0.040 -0.055 0.068
H -4.328235 4.123018 -5.737574 0.218 -0.191 -0.147 0.106
H -3.329507 3.359976 -4.477328 0.158 -0.027 -0.278 0.092
H -6.136438 2.946754 -4.991033 -0.085 -0.031 -0.011 0.111
H -5.971268 3.679066 -3.413176 -0.129 -0.004 0.059 0.107
H -5.959797 1.182678 -3.433285 0.068 -0.267 0.051 0.116
H -4.429517 1.217727 -4.320211 0.072 -0.127 0.012 0.117
H -5.036367 2.328697 -1.560588 0.062 0.170 0.100 0.119
H -3.526697 2.671174 -2.353752 0.195 -0.067 -0.077 0.103
H -4.370013 0.328793 -0.803922 0.032 -0.003 0.138 0.111
H -3.959817 -0.198266 -2.412255 0.096 -0.164 0.010 0.115
H -2.024779 1.629627 -0.971412 0.129 0.133 -0.168 0.117
H -1.730988 0.393213 -2.234910 0.236 0.267 -0.053 0.128
H -2.174066 0.017806 0.744883 0.030 0.052 0.088 0.149
H -2.666304 -1.226370 -0.368363 -0.008 -0.120 0.089 0.104
H 0.236320 1.003258 -0.922039 -0.151 0.057 -0.066 0.140
H -2.205709 -3.026657 -0.058658 -0.068 0.081 -0.046 0.111
H -0.969498 -4.235046 0.147303 -0.091 -0.084 -0.119 0.056
H -1.360596 -2.188490 2.313384 0.008 0.056 0.145 0.123
H -0.701831 -3.785011 2.468164 -0.018 -0.120 0.104 0.089
H -3.520504 -3.886792 1.522909 -0.057 -0.097 -0.051 0.135
H -3.366825 -2.889265 2.968497 -0.202 -0.083 0.107 0.138
H -0.781165 -6.061579 3.985411 -0.211 0.251 -0.070 0.072
H -1.664194 -7.626715 3.733622 -1.903 0.889 -2.418 -0.118
H -0.629460 -6.892450 2.442974 -0.108 -0.095 -0.097 0.108
H 5.933083 -2.372378 0.741042 -0.126 -0.149 -0.102 0.138
H 7.447276 -0.546860 1.419083 0.059 0.002 0.081 0.132
H 6.833152 1.781141 0.972282 0.075 0.090 -0.128 0.145
H 3.735976 2.943517 -0.737491 -0.037 -0.066 -0.093 0.110
H 5.447918 3.210755 -0.827406 0.080 0.161 0.012 0.148
H 3.809462 4.390697 1.050009 -0.182 -0.059 -0.014 0.130
H 5.505411 4.176144 1.280636 0.065 0.026 0.093 0.128
H 5.257571 2.254301 2.646255 -0.015 -0.296 -0.049 0.136
H 3.551307 2.017497 2.188565 -0.045 -0.101 0.005 0.136
H 3.767277 3.578967 5.437811 -0.139 0.164 0.016 0.102
H 2.516834 2.659210 4.547938 -0.095 0.027 0.044 0.098
H 4.160053 2.018073 4.728411 0.072 -0.060 -0.052 0.092
La -0.781978 -8.389173 5.226930 1.448 -1.599 2.646 1.921
```
Forces are in eV/Å.

Calculated values
energy = -1908.8154 a.u.
highest occupied orbital energy = -0.539 Ha
net charge = +3
LUMO = -13.27 eV
2S+1 = 1